A molecular structure, C33H20AgN10S in a non-equilibrium geometry, computed with wB97M-V/def2-TZVPD.

Last column: Löwdin charge in e.
Geometry (Å):
Ag1 -14.04242 -13.78495 6.59644  0.572
C1 -9.23991 -12.73032 11.29189  -0.125
C2 -9.70136 -13.89895 11.84412  -0.117
C3 -10.80105 -14.55382 11.27734  -0.019
C4 -11.46326 -13.92921 10.22137  -0.107
C5 -12.49848 -14.38151 9.31499  -0.279
N1 -12.75126 -13.43372 8.36745  0.094
C6 -11.97181 -12.34850 8.64546  -0.306
N2 -12.16788 -11.08523 8.30342  0.190
C7 -13.14396 -10.82609 7.43088  -0.304
C8 -13.38197 -9.43272 7.09761  -0.120
C9 -12.72313 -8.26878 7.46422  -0.022
C10 -13.38103 -7.02795 7.30637  -0.105
C11 -14.64006 -7.03504 6.83097  -0.143
C12 -15.34016 -8.17488 6.52513  -0.035
C13 -14.71261 -9.39058 6.61611  -0.135
C14 -15.13274 -10.75467 6.48737  -0.299
N3 -16.36561 -11.06737 6.07891  0.177
C15 -16.84264 -12.26985 6.17852  -0.301
N4 -16.25349 -13.39677 6.75498  0.087
C16 -17.24077 -14.35454 6.71396  -0.279
N5 -17.23638 -15.54440 7.32283  0.173
C17 -16.11478 -16.03423 7.82797  -0.262
N6 -14.85982 -15.47360 7.76814  0.088
C18 -14.18666 -15.95959 8.86052  -0.312
N7 -13.19273 -15.48107 9.47441  0.185
C19 -14.86717 -17.16634 9.38038  -0.096
C20 -14.52999 -18.10063 10.35829  -0.017
C21 -15.48671 -19.09722 10.64087  -0.109
C22 -16.67609 -19.10468 9.96804  -0.114
C23 -17.05698 -18.06838 9.12099  -0.035
C24 -16.12075 -17.18338 8.75899  -0.125
C25 -18.49019 -13.90709 6.07094  -0.103
C26 -19.72910 -14.51838 5.75673  -0.003
C27 -20.65255 -13.71013 5.06580  -0.120
C28 -20.32481 -12.46419 4.60102  -0.125
C29 -19.11850 -11.83364 4.91229  -0.014
C30 -18.19044 -12.60239 5.66018  -0.108
N8 -14.16731 -11.60336 6.96652  0.081
C31 -11.08664 -12.64989 9.74890  -0.113
C32 -9.95165 -12.11478 10.29309  -0.054
H1 -8.38195 -12.22244 11.78688  0.108
H2 -9.14288 -14.34606 12.64891  0.087
H3 -11.10030 -15.57271 11.56774  0.109
H4 -11.79241 -8.43844 7.98039  0.096
H5 -12.88265 -6.11358 7.68025  0.105
H6 -15.04804 -6.10978 6.62861  0.071
H7 -16.44832 -8.20429 6.35468  0.125
H8 -13.58721 -17.89866 10.86224  0.104
H9 -15.21864 -19.82879 11.47146  0.116
H10 -17.32768 -19.96207 10.13222  0.097
H11 -18.05999 -18.06336 8.77242  0.103
H12 -19.95023 -15.53472 6.04746  0.099
H13 -21.66624 -14.05978 4.94993  0.089
H14 -21.04619 -11.90525 3.97780  0.101
H15 -18.82604 -10.81426 4.71901  0.098
H16 -9.53472 -11.19584 9.88547  0.108
N9 -13.58673 -12.34903 3.19839  0.097
C33 -12.64801 -13.18642 3.68456  -0.933
N10 -11.39073 -12.74279 3.64223  0.087
S1 -13.04003 -14.73694 4.36757  0.501
H17 -13.44250 -11.35383 3.05513  0.113
H18 -14.48301 -12.70455 3.01942  0.075
H19 -11.20945 -11.87422 3.13541  0.113
H20 -10.64581 -13.23693 4.07679  0.089

Force components x, y, z for each atom (eV/Å):
Ag 0.76 -0.59 -1.48
C 0.48 0.94 1.19
C -0.53 -1.30 -0.15
C 0.02 -0.30 -0.11
C 0.42 0.03 0.06
C -0.51 1.72 -1.30
N 1.33 -0.16 1.57
C -0.46 0.00 1.05
N 0.13 -1.04 -1.86
C -0.04 0.82 0.04
C -1.15 0.59 0.32
C -0.34 -0.04 0.25
C 3.17 -1.15 1.21
C -0.93 -0.15 -0.64
C -2.12 -0.80 -0.37
C 1.42 0.38 0.02
C 0.37 -0.86 0.62
N 0.37 0.36 -0.22
C -0.23 -1.56 -0.11
N -3.72 0.19 -0.89
C 0.58 0.22 0.85
N 0.66 -0.60 -0.58
C 0.72 0.94 0.15
N -1.59 -1.26 1.52
C -1.43 -1.14 -1.59
N 2.10 -0.84 1.80
C -0.42 -0.43 0.31
C -0.46 1.08 -0.48
C 2.45 -0.24 1.45
C -0.91 -0.72 0.43
C -0.79 -1.81 0.29
C 1.42 1.57 -0.39
C 0.07 0.18 -0.85
C 0.71 1.40 0.09
C 0.37 -1.66 0.78
C 0.06 2.27 -0.68
C 1.01 -1.41 1.15
C -1.06 0.60 -0.23
N -0.28 1.97 -0.06
C 0.20 -1.88 0.72
C 0.95 1.97 -0.81
H -0.57 -0.40 -0.74
H -0.01 -0.22 0.22
H 0.11 0.63 0.04
H 0.36 0.50 0.04
H -0.41 -0.51 -0.54
H -1.34 1.88 -0.07
H 1.17 0.44 -0.25
H -0.16 -0.59 0.20
H -0.63 0.73 -1.41
H -0.23 0.39 0.09
H -0.61 0.16 -0.62
H -0.04 0.02 0.14
H -0.08 -0.24 -0.37
H 0.26 -0.35 0.53
H -0.32 0.16 -0.51
H -0.25 0.07 0.02
N 1.12 0.50 -0.16
C -0.68 -1.26 0.92
N -0.17 1.27 -0.82
S 0.34 1.36 -0.80
H 0.12 -0.47 0.13
H -1.15 -0.46 0.15
H 0.18 -0.58 0.49
H 0.19 -0.32 0.26

LUMO level (spin up / spin down) = 1.85 / 1.80 eV
E = -64283.163 eV
net charge = -1
HOMO level (spin up / spin down) = -3.14 / -3.14 eV
frontier orbital gap (spin up / spin down) = 4.991 / 4.936 eV

A molecular structure, C15H13IrN4O3S2, computed with wB97M-V/def2-TZVPD.

Last column: Löwdin charge in e.
Geometry (Å):
Ir1 -0.77937 -0.34204 -0.03456  0.934
C1 -1.60915 -2.65523 3.59067  -0.037
C2 -0.36844 -3.20558 3.85525  -0.040
C3 0.67795 -2.94353 2.98718  0.004
C4 0.46063 -2.14092 1.87943  -0.213
N1 -0.75571 -1.60854 1.63021  -0.097
C5 -1.76144 -1.86335 2.47012  -0.145
C6 1.52297 -1.67289 0.96993  -0.196
C7 2.79951 -2.22422 0.91935  -0.031
C8 3.77401 -1.61449 0.14685  -0.071
C9 3.48036 -0.45398 -0.56148  -0.072
C10 2.19576 0.06705 -0.54855  -0.098
C11 1.18484 -0.55987 0.18270  -0.247
H1 -2.45813 -2.82019 4.23860  0.114
H2 -0.21049 -3.81836 4.73371  0.115
H3 1.66749 -3.33510 3.17531  0.112
H4 -2.71490 -1.41667 2.22707  0.057
H5 3.03952 -3.12156 1.47748  0.109
H6 4.77064 -2.03494 0.10638  0.107
H7 4.25801 0.03995 -1.13130  0.108
H8 1.97945 0.96463 -1.11501  0.096
N2 -0.92497 4.07799 -3.04941  0.164
C12 -0.61592 2.75951 -3.03808  -0.345
C13 -0.85610 2.02316 -1.85487  -0.056
N3 -0.57526 0.74283 -1.78883  -0.142
C14 -0.03477 0.14864 -2.87833  -0.142
C15 0.20216 0.89206 -4.00759  -0.115
N4 -0.07652 2.19462 -4.10731  0.133
H9 -1.51870 4.43430 -2.31573  0.097
H10 -0.92766 4.54726 -3.93782  0.108
H11 -1.30912 2.50008 -1.00654  0.056
H12 0.16934 -0.91047 -2.82491  0.107
H13 0.63277 0.41765 -4.88169  0.111
O1 -2.85083 3.49395 -0.38835  -0.389
S1 -3.13409 2.86279 0.88544  0.215
O2 -4.50772 2.49897 1.10232  -0.368
O3 -2.38387 3.36781 1.99864  -0.356
S2 -2.44225 0.70871 0.89371  0.414

Force components x, y, z for each atom (eV/Å):
Ir -0.04 -0.45 -0.48
C -0.05 -0.04 0.03
C 0.06 -0.01 0.00
C -0.02 -0.10 -0.02
C 0.13 0.12 -0.01
N 0.10 0.21 0.05
C -0.18 -0.13 -0.15
C -0.12 -0.09 0.05
C 0.02 0.05 0.04
C 0.02 -0.02 0.00
C 0.03 0.00 0.03
C -0.05 0.05 -0.01
C 0.06 0.15 0.06
H 0.03 -0.01 -0.01
H 0.00 0.01 -0.03
H -0.03 0.01 0.01
H 0.06 0.03 0.02
H -0.01 0.05 0.01
H -0.02 0.01 0.00
H -0.03 -0.02 0.00
H 0.01 -0.03 0.00
N 0.00 -0.02 0.02
C -0.10 0.05 0.11
C 0.08 0.03 -0.07
N 0.09 -0.02 0.28
C -0.14 -0.10 -0.09
C 0.01 -0.06 -0.06
N 0.02 -0.04 -0.06
H -0.03 -0.02 -0.01
H 0.01 0.01 -0.01
H 0.04 0.07 0.08
H 0.06 0.03 0.01
H -0.01 0.02 0.02
O 0.03 -0.07 -0.05
S 0.00 -0.02 0.01
O 0.02 -0.03 0.04
O 0.02 0.03 0.00
S -0.09 0.33 0.20

LUMO level (spin up / spin down) = -1.59 / -1.59 eV
ΔE to the lowest compared entry with this formula, charge and spin = 189.94 kJ/mol
E = -52378.175 eV
net charge = 0
HOMO level (spin up / spin down) = -8.58 / -8.58 eV
frontier orbital gap (spin up / spin down) = 6.988 / 6.988 eV

A molecular structure, C3H5N in a non-equilibrium geometry, computed with wB97M-V/def2-TZVPD.

Last column: Löwdin charge in e.
Geometry (Å):
C1 1.11639 0.91370 -0.43102  -0.129
C2 0.25620 -0.24127 -0.35329  -0.399
C3 -0.90426 -0.37716 0.57536  -0.104
N1 0.29504 0.83424 -1.38028  0.127
H1 1.93346 1.46641 -0.03574  0.099
H2 0.90979 -1.40925 -0.80318  0.192
H3 -1.75179 -0.85162 0.08133  0.070
H4 -1.21338 0.62162 0.88959  0.077
H5 -0.64144 -0.95667 1.45723  0.068

Force components x, y, z for each atom (eV/Å):
C -0.90 -0.84 -0.20
C 2.78 -3.57 -1.32
C -0.12 -0.02 -0.12
N 0.32 0.61 -0.03
H 0.38 0.61 0.00
H -2.44 3.36 1.55
H -0.01 -0.07 0.01
H -0.04 -0.04 0.05
H 0.02 -0.05 0.05

LUMO level = 1.19 eV
ΔE to the lowest compared entry with this formula, charge and spin = 281.32 kJ/mol
E = -4678.941 eV
net charge = 0
HOMO level = -9.90 eV
frontier orbital gap = 11.096 eV

A molecular structure, C4HLi2O in a non-equilibrium geometry, computed with wB97M-V/def2-TZVPD.

Last column: Löwdin spin population.
Geometry (Å):
C1 2.97976 0.42736 0.73382  0.311
C2 1.79793 -0.01357 0.53627  0.145
O1 -1.67298 -0.12655 -0.23176  0.040
C3 -0.59472 0.66879 -0.21152  0.099
C4 0.49430 0.35877 0.51580  0.313
H1 -0.59294 1.49566 -0.94045  0.020
Li1 -1.47180 -0.52410 1.55972  0.045
Li2 -2.46572 -0.96698 -1.57690  0.027

Force components x, y, z for each atom (eV/Å):
C 0.01 -0.92 -0.06
C -0.03 2.26 0.74
O -2.55 -1.22 -0.09
C 2.65 0.37 0.14
C -1.08 -1.39 -1.12
H -0.15 0.01 0.37
Li 0.66 0.43 -0.49
Li 0.47 0.46 0.52

LUMO level (spin up / spin down) = -1.54 / -1.76 eV
ΔE to the lowest compared entry with this formula, charge and spin = 35.20 kJ/mol
E = -6615.861 eV
net charge = 0
HOMO level (spin up / spin down) = -5.40 / -6.23 eV
2S+1 = 2
frontier orbital gap (spin up / spin down) = 3.859 / 4.472 eV

3 unconnected molecules or ions with the total composition C4H15NO2 in a non-equilibrium geometry, computed with wB97M-V/def2-TZVPD.

Last column: Löwdin charge in e.
Geometry (Å):
C1 -0.26677 -0.30123 1.61851  -0.133
C2 0.17720 0.32313 0.18161  -0.262
N1 -0.19671 1.78378 0.14430  -0.261
C3 -1.53702 1.91398 0.86219  -0.118
C4 -0.07130 2.32745 -1.25661  -0.122
H1 0.37226 0.30350 2.47878  0.127
H2 0.15885 -1.32570 1.56871  0.049
H3 -1.35168 -0.43943 1.88255  0.062
H4 1.31793 0.15625 0.08749  0.121
H5 -0.30953 -0.32539 -0.59138  0.099
H6 -2.02640 2.89518 0.65488  0.089
H7 -2.09763 1.16333 0.47756  0.020
H8 -1.76105 1.73638 1.95155  0.086
H9 -0.79625 1.83418 -1.94371  0.072
H10 0.95620 2.12093 -1.55799  0.057
H11 -0.09296 3.51687 -1.44856  0.116
O1 -2.19834 -2.34977 -3.92628  -0.080
H12 -1.88359 -2.77875 -3.12934  0.023
H13 -1.46929 -2.02889 -4.51080  0.055
O2 4.06241 -3.58358 2.34309  -0.068
H14 4.16272 -2.76697 1.88911  0.005
H15 4.85095 -4.17523 2.22434  0.063

Force components x, y, z for each atom (eV/Å):
C 2.64 0.59 0.44
C -0.17 -0.03 1.76
N 0.04 -0.39 0.86
C 0.78 2.67 -0.27
C -0.40 1.41 0.51
H -1.98 -1.56 -2.06
H -0.18 0.47 0.35
H 1.19 0.59 -0.52
H -1.79 0.52 0.11
H 0.10 0.72 0.14
H 0.60 -0.66 -0.18
H -2.48 -2.11 -1.70
H 1.85 0.46 -0.66
H 0.41 0.36 0.17
H -0.11 -0.45 -0.11
H -0.52 -2.61 1.16
O 0.09 0.60 -1.08
H 0.59 0.10 -0.18
H -0.67 -0.69 1.27
O 0.49 -2.14 0.78
H 0.61 0.79 -0.69
H -1.10 1.35 -0.09

LUMO level = 0.62 eV
ΔE to the lowest compared entry with this formula, charge and spin = 320.50 kJ/mol
SMILES = CCN(C)C.O.O
E = -9973.764 eV
net charge = 0
HOMO level = -8.40 eV
frontier orbital gap = 9.023 eV

A molecular structure, C5H6O2S in a non-equilibrium geometry, computed with wB97M-V/def2-TZVPD.

Last column: Löwdin charge in e.
Geometry (Å):
C1 -1.33112 0.18309 1.24566  -0.571
C2 -0.24434 -0.21361 0.20909  -0.490
C3 0.75861 0.89937 -0.31848  -0.037
C4 0.15816 0.50132 -1.66461  -0.192
C5 0.56238 -1.47581 0.70335  -0.185
H1 -2.27105 0.47288 0.76396  0.071
H2 0.40752 1.86892 0.11697  0.124
H3 1.82311 0.85771 -0.16748  0.105
H4 0.87564 -0.02816 -2.39581  0.148
H5 -0.33617 1.29469 -2.23951  0.117
H6 -0.13517 -2.20490 1.54838  0.155
O1 -0.76644 -0.34765 -1.07975  -0.056
O2 1.74208 -1.67001 0.47060  0.057
S1 -1.24322 -0.13784 2.80763  0.755

Force components x, y, z for each atom (eV/Å):
C 0.55 -1.12 -1.36
C 1.32 0.36 1.63
C -1.51 1.06 1.10
C 1.90 0.91 -2.17
C -0.05 -1.57 2.09
H 0.22 0.31 0.09
H 0.29 -0.53 -0.82
H 0.22 -0.64 0.16
H -0.94 0.58 1.22
H 0.09 -0.05 0.12
H 1.99 1.63 -2.49
O -1.60 -1.58 -0.08
O -2.63 0.31 0.27
S 0.14 0.33 0.24

LUMO level = -0.79 eV
ΔE to the lowest compared entry with this formula, charge and spin = 290.89 kJ/mol
E = -20209.191 eV
net charge = 0
HOMO level = -9.02 eV
frontier orbital gap = 8.224 eV